1.
{
  "formula": "C19H29N3O5S",
  "method": "the ωB97M-V functional and the def2-TZVPD basis",
  "gap_ev": 9.2,
  "de_lowest_kj_mol": 252.3,
  "smiles": "COc1ccc(S(=O)(=O)N2CCC(C(=O)N3CCN(C)CC3)CC2)cc1OC",
  "largest_force_ev_per_a": 1.09,
  "lumo_ev": 0.64,
  "symbols": ["C", "H", "O", "C", "C", "C", "C", "C", "C", "O", "C", "H", "H", "H", "H", "S", "O", "O", "N", "C", "C", "H", "H", "C", "C", "O", "N", "C", "H", "C", "N", "C", "H", "H", "H", "C", "C", "H", "H", "H", "H", "H", "H", "H", "H", "C", "C", "H", "H", "H", "H", "H", "H", "H", "H", "H", "H"],
  "xyz": [[4.8869, -2.2567, 4.7736], [4.7268, -1.2202, 5.0871], [3.6733, -2.8941, 4.4530], [2.9311, -2.4032, 3.4316], [3.2611, -1.2977, 2.6635], [2.4260, -0.8782, 1.6345], [1.2657, -1.5702, 1.3872], [0.9082, -2.6786, 2.1394], [1.7323, -3.1137, 3.1612], [1.4963, -4.1870, 3.9527], [0.3398, -4.9528, 3.7060], [0.3406, -5.3650, 2.6925], [-0.5706, -4.3646, 3.8573], [0.3698, -5.7663, 4.4290], [-0.0083, -3.1815, 1.8825], [0.1276, -1.0424, 0.1210], [-0.4876, -2.1973, -0.4687], [0.8080, -0.1240, -0.7562], [-1.0119, -0.2636, 1.0821], [-0.7652, 1.1527, 1.2261], [-1.1264, 1.9315, -0.0541], [-1.6250, 2.8666, 0.2094], [-0.2202, 2.1620, -0.6125], [-2.0701, 1.0845, -0.9221], [-2.7130, 1.9657, -1.9834], [-3.8110, 2.4680, -1.8114], [-2.0126, 2.1631, -3.1213], [-0.6718, 1.7305, -3.4441], [-0.2403, 1.0989, -2.6707], [0.2237, 2.9533, -3.6582], [-0.3176, 3.7815, -4.7195], [0.5585, 4.8829, -5.0489], [0.1293, 5.4414, -5.8795], [1.5254, 4.4880, -5.3571], [0.7138, 5.5734, -4.2045], [-1.6498, 4.2325, -4.3601], [-2.5576, 3.0231, -4.1523], [-3.5539, 3.3363, -3.8377], [-2.6243, 2.4569, -5.0870], [-2.0424, 4.8462, -5.1738], [-1.6378, 4.8416, -3.4374], [1.2217, 2.6188, -3.9488], [0.3074, 3.5156, -2.7091], [-0.7132, 1.1635, -4.3817], [-1.5123, 0.2742, -1.3971], [-3.1195, 0.4486, -0.0106], [-2.4103, -0.5906, 0.8700], [-2.4194, -1.5707, 0.3922], [-2.8936, -0.6712, 1.8501], [-3.5885, 1.2263, 0.5933], [-3.8998, -0.0264, -0.6043], [0.2916, 1.2718, 1.4683], [-1.3581, 1.4994, 2.0767], [2.6816, -0.0318, 1.0184], [4.1716, -0.7532, 2.8531], [5.3027, -2.8238, 5.6046], [5.5877, -2.2795, 3.9332]],
  "forces_ev_per_angstrom": [[0.2, 0.1, 0.1], [0.0, 0.0, 0.0], [-0.4, -0.1, -0.2], [0.0, -0.1, 0.0], [0.1, -0.2, 0.2], [-0.2, 0.1, -0.2], [-0.1, 0.3, -0.5], [0.0, -0.3, 0.3], [0.0, 0.1, -0.1], [0.3, 0.2, 0.0], [-0.2, -0.1, 0.0], [0.0, 0.0, 0.0], [0.0, 0.0, 0.0], [-0.1, 0.0, -0.1], [-0.1, -0.2, 0.1], [0.2, -0.2, 0.7], [-0.1, -0.1, 0.2], [0.1, 0.1, 0.3], [0.7, -0.6, -0.6], [0.3, 0.5, 0.0], [0.1, -0.1, -0.1], [0.0, 0.0, 0.0], [0.0, 0.1, 0.0], [-0.4, 0.2, 0.1], [0.1, -0.4, 0.2], [-0.2, 0.1, 0.2], [0.0, 0.2, -0.5], [0.4, 0.0, 0.1], [-0.1, 0.0, 0.0], [-0.1, -0.3, -0.1], [0.0, 0.0, 0.1], [0.0, 0.0, 0.0], [0.0, 0.1, 0.0], [0.1, 0.1, 0.0], [0.0, 0.0, 0.0], [-0.2, -0.2, -0.1], [-0.3, 0.4, 0.0], [0.1, -0.1, -0.1], [0.0, 0.0, 0.0], [0.0, 0.0, 0.0], [0.0, 0.0, 0.0], [0.0, 0.0, 0.0], [0.0, 0.0, 0.0], [0.1, 0.0, 0.1], [0.0, 0.2, -0.1], [0.2, 0.0, -0.1], [-0.5, -0.3, -0.1], [-0.2, 0.1, 0.1], [0.0, 0.0, -0.1], [-0.1, 0.0, 0.0], [-0.1, 0.0, 0.1], [-0.1, 0.2, 0.1], [0.1, -0.1, 0.0], [0.1, 0.1, -0.1], [0.1, 0.0, 0.1], [0.0, 0.1, -0.1], [0.0, 0.0, 0.0]]
}

2.
{
  "formula": "C4H5N2",
  "method": "the ωB97M-V functional and the def2-TZVPD basis",
  "gap_ev": 8.0,
  "de_lowest_kj_mol": 372.3,
  "largest_force_ev_per_a": 3.42,
  "total_charge": 1,
  "lumo_ev": -7.23,
  "symbols": ["C", "C", "C", "C", "N", "N", "H", "H", "H", "H", "H"],
  "xyz": [[-0.3015, 1.1724, -0.0194], [1.0419, 0.7453, -0.1236], [-1.2291, -1.0885, -0.0126], [0.4031, -1.3581, 0.0385], [-1.2487, 0.2661, 0.1251], [1.4454, -0.4491, 0.2221], [-0.5505, 2.2734, 0.1025], [1.9144, 1.4403, -0.0577], [0.5054, -2.3917, 0.5029], [0.2060, -1.2799, -1.0913], [-2.1864, 0.6699, 0.3135]],
  "forces_ev_per_angstrom": [[1.1, 1.2, 0.0], [2.6, 1.7, 1.5], [3.2, 0.6, 0.3], [-1.6, -2.5, 0.4], [-2.5, 1.1, 0.2], [-2.5, -0.5, -0.4], [0.2, -1.6, -0.4], [-1.3, 0.1, -0.6], [0.4, 1.3, -1.3], [0.1, -1.0, 0.4], [0.5, -0.4, 0.0]]
}

3.
{
  "formula": "C26H40BrOPdSb2",
  "method": "the ωB97M-V functional and the def2-TZVPD basis",
  "gap_ev": 6.7,
  "de_lowest_kj_mol": 45.0,
  "largest_force_ev_per_a": 1.02,
  "total_charge": -1,
  "lumo_ev": 2.55,
  "symbols": ["Pd", "C", "C", "C", "C", "C", "C", "C", "Br", "C", "O", "C", "C", "C", "C", "C", "C", "H", "H", "H", "H", "H", "H", "H", "H", "H", "H", "H", "H", "H", "H", "H", "H", "H", "H", "H", "H", "C", "Sb", "C", "C", "C", "C", "C", "C", "C", "C", "C", "Sb", "C", "C", "H", "H", "H", "H", "H", "H", "H", "H", "H", "H", "H", "H", "H", "H", "H", "H", "H", "H", "H", "H"],
  "xyz": [[1.3465, 1.2681, -0.1465], [-5.8469, -1.5361, -2.7237], [-5.3060, -0.2175, -2.1704], [-6.1648, 0.1808, -0.9618], [-5.4542, 0.8521, -3.2613], [-3.8439, -0.3293, -1.7465], [-3.1728, 0.7880, -1.2600], [-1.8655, 0.6770, -0.8523], [-1.0193, 2.2721, -0.2057], [-1.0909, -0.5154, -0.8535], [0.1032, -0.5696, -0.3855], [-1.7805, -1.6424, -1.4071], [-3.1079, -1.5075, -1.8042], [-1.1539, -3.0412, -1.5848], [0.3326, -3.1620, -1.2297], [-1.9145, -4.0445, -0.7037], [-1.2850, -3.4669, -3.0576], [-6.8910, -1.4073, -3.0195], [-5.8062, -2.3319, -1.9773], [-5.2858, -1.8623, -3.6016], [-7.2170, 0.2712, -1.2473], [-5.8421, 1.1372, -0.5478], [-6.0825, -0.5677, -0.1715], [-6.4963, 0.9290, -3.5852], [-4.8390, 0.6030, -4.1280], [-5.1411, 1.8334, -2.9024], [-3.6628, 1.7520, -1.1928], [-3.5967, -2.3923, -2.1902], [0.5196, -2.9595, -0.1791], [0.9460, -2.4711, -1.8051], [0.6490, -4.1864, -1.4554], [-1.8480, -3.7520, 0.3459], [-1.4827, -5.0442, -0.8095], [-2.9714, -4.1016, -0.9714], [-0.7576, -2.7619, -3.7029], [-2.3237, -3.5110, -3.3865], [-0.8451, -4.4579, -3.2008], [1.0668, -0.0557, 4.7852], [0.9908, 0.4605, 2.6575], [2.1251, -1.2918, 2.1570], [2.5098, 2.0325, 2.9641], [3.9242, 1.7493, 2.5920], [4.6062, 0.7318, 3.2599], [5.9100, 0.3858, 2.9470], [6.5694, 1.0778, 1.9415], [5.9195, 2.1171, 1.2971], [4.6076, 2.4828, 1.6056], [4.0117, 3.6570, 0.9028], [2.6400, 3.2995, -0.8013], [3.1139, 0.3297, -0.5372], [1.3103, 4.8554, -0.0484], [2.0627, -0.4058, 5.0653], [0.3449, -0.8474, 4.9902], [0.8090, 0.8134, 5.3921], [3.1956, -1.1232, 2.2598], [1.8911, -1.5727, 1.1340], [1.8107, -2.0806, 2.8426], [2.4287, 2.2269, 4.0375], [2.1143, 2.8913, 2.4273], [4.0827, 0.1905, 4.0425], [6.4021, -0.4189, 3.4795], [7.5855, 0.8197, 1.6692], [6.4407, 2.6763, 0.5272], [4.8167, 4.2765, 0.5041], [3.4313, 4.2771, 1.5869], [3.7281, 0.7429, -1.3392], [2.7475, -0.6536, -0.8464], [3.7303, 0.2370, 0.3571], [1.8812, 5.7813, 0.0474], [0.9013, 4.5898, 0.9278], [0.4886, 5.0234, -0.7447]],
  "forces_ev_per_angstrom": [[-0.3, -0.3, -0.9], [0.0, 0.0, 0.0], [0.0, 0.0, 0.0], [0.0, 0.0, 0.0], [0.0, 0.0, 0.0], [0.0, 0.0, 0.0], [0.0, 0.0, 0.0], [0.0, 0.0, 0.0], [-0.2, 0.1, 0.0], [-0.1, -0.1, 0.0], [0.2, 0.0, 0.0], [0.0, 0.0, 0.0], [0.0, 0.0, 0.0], [0.0, 0.0, 0.0], [0.0, 0.0, 0.0], [0.0, 0.0, 0.0], [0.0, 0.0, 0.0], [0.0, 0.0, 0.0], [0.0, 0.0, 0.0], [0.0, 0.0, 0.0], [0.0, 0.0, 0.0], [0.0, 0.0, 0.0], [0.0, 0.0, 0.0], [0.0, 0.0, 0.0], [0.0, 0.0, 0.0], [0.0, 0.0, 0.0], [0.0, 0.0, 0.0], [0.0, 0.0, 0.0], [0.0, 0.0, 0.0], [0.0, 0.0, 0.0], [0.0, 0.0, 0.0], [0.0, 0.0, 0.0], [0.0, 0.0, 0.0], [0.0, 0.0, 0.0], [0.0, 0.0, 0.0], [0.0, 0.0, 0.0], [0.0, 0.0, 0.0], [0.0, 0.0, 0.0], [0.0, 0.0, 0.5], [0.0, 0.0, 0.0], [-0.1, 0.0, 0.1], [0.0, 0.0, 0.0], [0.0, 0.0, 0.1], [0.0, 0.0, 0.0], [0.0, 0.0, 0.0], [0.0, 0.0, 0.0], [0.0, 0.0, -0.1], [0.0, 0.0, 0.0], [0.4, 0.2, 0.3], [-0.1, 0.0, 0.1], [0.0, 0.0, 0.0], [0.0, 0.0, 0.0], [0.0, 0.0, 0.0], [0.0, 0.0, 0.0], [0.0, 0.0, 0.0], [0.0, 0.0, 0.0], [0.0, 0.0, 0.0], [0.0, 0.0, 0.0], [0.0, 0.0, 0.0], [0.0, 0.0, 0.0], [0.0, 0.0, 0.0], [0.0, 0.0, 0.0], [0.0, 0.0, 0.0], [0.0, 0.0, 0.0], [0.0, 0.0, 0.0], [0.0, 0.0, 0.0], [0.0, 0.0, 0.0], [0.0, 0.0, 0.0], [0.0, 0.0, 0.0], [0.0, 0.0, 0.0], [0.0, 0.0, 0.0]]
}